Record 1
# C60H58AsN5O8P4V

A structure of composition C60H58AsN5O8P4V at a distorted geometry (ωB97M-V with the def2-TZVPD basis set, OMol25).

- LUMO level (spin up / spin down) (eV) = -6.7 / -6.0
- <S²> = 0.77
- frontier orbital gap (spin up / spin down) (eV) = 4.89 / 5.57
- E (Ha) = -7741.83333

Geometry as ORCA input:
```
! wB97M-V def2-TZVPD RIJCOSX def2/J DEFGRID3
* xyz 2 2
C 0.643 6.889 -5.566
H -0.624 -1.666 -6.915
C 0.836 -3.729 -4.656
C 0.372 -2.993 2.853
C -3.439 -0.645 -5.923
H -3.043 1.992 2.170
C -0.422 3.444 3.391
H -2.716 -2.183 -4.679
H 1.831 -1.173 -3.792
N 0.028 -1.103 -1.871
H -4.079 -3.201 1.226
C -0.734 1.992 5.291
H -1.602 4.242 -3.060
C -1.368 0.865 -4.118
C 3.923 -0.148 0.223
H -0.414 -0.103 4.953
V -0.323 -0.766 -0.089
O -3.551 -3.274 -0.896
C -0.579 -1.973 -2.769
H 0.308 -5.064 3.402
H -1.014 4.120 5.339
P -2.628 -0.022 1.470
H 2.218 -0.620 4.434
H -3.812 0.913 -7.416
H 1.727 -2.875 -1.281
P 0.542 3.029 -1.151
O -1.614 0.545 0.422
H 1.046 -3.809 -3.593
H -2.047 4.347 -1.364
H 5.576 2.852 -1.295
H 1.851 -4.787 5.312
H 1.189 0.378 -5.930
C -1.348 7.325 -0.703
H -0.477 5.344 -4.596
C 3.676 4.380 1.051
C -5.127 -0.580 0.179
H -4.367 -1.158 -6.140
C -0.746 3.265 4.731
C 2.367 -2.100 -0.891
C 0.420 8.219 0.682
C 0.563 -0.010 -2.720
C -0.469 1.072 -2.940
C -0.497 8.618 -3.721
H -0.307 -3.122 2.017
H 0.281 5.355 -0.898
H 1.749 -5.616 -5.110
H -3.331 -3.759 -1.708
C -0.028 1.074 3.190
C -1.407 4.787 -2.132
C 1.789 -1.590 4.208
H -3.162 6.829 0.332
O -2.922 -0.862 -1.830
H 1.538 4.446 1.055
C -0.907 0.805 -5.535
O -3.518 1.166 1.994
H -4.917 0.143 -0.606
C -0.377 8.071 1.811
H 1.075 6.213 -6.296
H 0.187 2.480 1.568
H -5.774 -1.348 -0.249
O -1.444 -2.106 0.030
N 0.975 -0.639 -3.920
C 0.161 -2.615 -5.150
H 4.080 -2.719 -1.972
C 0.731 2.035 -2.710
H -5.648 -0.067 0.989
C 2.596 -0.344 0.613
C -0.390 0.890 4.523
H -0.954 9.304 -3.018
C 0.958 8.239 -5.601
H 1.418 8.630 0.773
P -2.825 -1.873 -0.781
O -2.017 -0.849 2.556
H -0.445 4.434 2.951
H 1.963 3.537 -3.706
C 4.452 -0.974 -0.729
H 0.717 5.000 -2.560
C -0.062 7.847 -0.568
H 0.449 1.533 -6.992
H 5.477 -0.843 -1.050
C -0.059 2.349 2.618
C 4.817 3.935 0.393
H 3.365 2.295 -2.188
C 0.064 4.697 -1.739
C -0.795 7.259 -3.661
H -0.996 1.856 6.332
C 0.951 -4.665 -6.863
H 2.507 1.080 2.099
C -3.813 -1.187 0.657
C -1.287 -0.527 -4.736
O -1.331 -2.889 -2.489
H -3.261 -2.241 2.358
N -4.045 -2.286 1.682
C 0.285 -3.554 -7.363
P 0.493 -0.294 2.138
C 4.690 3.192 -0.772
C -0.232 6.401 -4.603
H -2.380 1.225 -3.980
C -0.109 -2.530 -6.511
C 3.670 -2.010 -1.268
C -0.180 -1.482 -4.217
H 1.639 8.620 -6.351
H 1.745 3.007 -5.874
H 0.614 10.162 -4.710
C 0.510 1.229 -5.947
H -0.004 8.371 2.783
H 0.068 -3.484 -8.421
H -4.922 -2.141 2.185
H -1.112 1.121 -2.062
H 2.818 -2.567 5.811
H -1.661 1.951 -7.244
C 1.333 2.677 -3.912
H 3.763 4.968 1.957
H -2.301 7.472 2.557
H 5.800 4.177 0.780
C -2.546 -1.197 -5.098
O 1.508 0.844 -2.162
C 2.130 -2.686 4.984
C 2.280 3.338 -0.640
C -1.664 7.562 1.685
N 2.011 0.330 1.642
C 1.193 2.354 -5.202
C 1.230 -4.751 -5.505
H 4.501 0.638 0.691
C 3.432 2.890 -1.286
C 0.717 -4.089 3.631
As -2.107 6.629 -2.369
N 1.794 -1.245 0.006
C -1.926 1.162 -6.549
H 0.571 7.963 -1.439
C -3.114 0.561 -6.666
C 0.901 -1.738 3.144
C 0.383 9.104 -4.679
H 1.253 -5.463 -7.530
C 1.589 -3.934 4.701
C -2.147 7.199 0.432
C 2.422 4.079 0.538
*
```

***

Record 2
# C60H59FO18

A cluster of 10 separate species, C60H59FO18 in total at a distorted geometry (ωB97M-V with the def2-TZVPD basis set, OMol25).

- LUMO level (eV) = 0.3
- frontier orbital gap (eV) = 7.52
- E (Ha) = -3775.85603
- SMILES = Oc1ccc(O)cc1.Oc1ccc(O)cc1.Oc1ccc(O)cc1.Oc1ccc(O)cc1.Oc1ccc(O)cc1.Oc1ccc(O)cc1.Oc1ccc(O)cc1.Oc1ccc(O)cc1.Oc1ccc(O)cc1.Fc1ccccc1

Geometry as ORCA input:
```
! wB97M-V def2-TZVPD RIJCOSX def2/J DEFGRID3
* xyz 0 1
F -0.058 0.387 -5.750
C 1.134 5.371 -3.035
C 1.624 4.190 -2.486
O -4.748 -0.216 3.201
C 0.363 -1.645 0.540
C 4.757 3.271 1.215
C -0.307 2.853 1.885
H -4.159 -0.326 0.546
C -5.060 0.187 0.849
C 4.120 2.327 0.542
H -8.282 2.521 -0.560
O -1.917 -2.494 0.766
H 8.252 0.766 1.360
O 8.091 1.705 1.472
H 2.667 -3.886 5.094
C 0.060 1.558 2.228
C -3.002 -4.090 4.466
C -0.944 3.981 -5.779
H 6.486 -0.109 0.249
O -2.691 0.632 4.577
C -0.549 0.061 -1.385
H 3.278 2.979 -2.189
H 4.729 4.317 -3.781
C 4.839 2.355 -6.091
C -4.762 -4.409 1.156
H -8.405 1.931 1.685
H -4.604 -2.398 1.647
C 4.180 0.767 -3.960
C -5.142 -3.303 1.887
H 1.191 1.605 -2.097
C 2.751 -3.539 2.979
H 2.842 1.795 -6.800
H -3.485 -3.129 4.566
H -3.944 -7.893 5.716
H -1.899 4.297 1.798
H -5.717 0.380 -1.228
O -4.036 -7.534 4.830
C -5.428 0.303 2.199
O -0.987 -3.153 3.550
C 6.028 0.834 0.508
C 5.415 1.502 -3.941
H -3.089 3.237 3.706
H 1.546 7.083 -4.270
C -0.368 1.634 -6.183
O 0.551 3.669 1.278
H -7.629 -4.662 3.826
H -6.863 -6.728 2.521
C 3.179 5.671 -4.260
C -3.844 -5.132 4.777
C 2.877 3.777 -2.795
C -2.278 2.697 3.240
H 2.329 -0.849 0.054
H 2.310 0.413 -4.822
H 4.934 5.923 -4.869
O -4.907 -6.686 0.779
H -1.816 -7.621 3.747
H 6.622 3.766 2.127
H -3.935 0.255 3.400
H 0.102 5.657 -2.895
H -4.872 -5.017 5.087
C -0.808 0.789 3.049
O -6.593 -2.322 3.436
H -1.539 -2.983 1.500
C 4.446 -2.923 4.608
C -2.038 -6.618 4.080
C -7.097 1.257 0.135
C -1.544 3.388 2.261
O 4.085 6.345 -5.019
C -6.143 -3.422 2.848
H 4.456 3.061 -7.818
C 1.875 6.101 -3.966
C -6.870 -4.596 3.060
C 3.676 4.547 -3.713
O 1.606 -4.186 2.720
H -0.093 -3.475 3.415
H 6.710 2.625 -5.185
C -6.500 -5.729 2.334
H -0.600 0.897 -8.173
H 6.836 -2.269 4.710
H -1.616 5.035 -7.574
C 3.208 -3.467 4.259
H -4.039 -4.278 0.365
C 3.541 -3.035 1.955
C -0.566 2.728 -5.331
O 0.856 3.444 -1.607
O 6.489 -1.939 3.878
C 1.262 -0.840 -0.117
C 3.589 1.687 -6.027
C -7.470 1.445 1.451
C 0.824 0.014 -1.076
H 4.167 0.348 -0.328
C 4.820 -2.464 2.226
O 5.158 3.128 -7.166
C 3.251 0.932 -4.932
C -1.254 4.110 -7.152
C 4.699 1.113 0.217
H 0.724 -2.287 1.329
H 1.366 3.224 1.034
H 4.800 -2.825 5.624
H -7.007 1.124 3.494
H 3.247 -3.120 0.920
C -1.733 -4.273 3.930
H -0.877 0.727 -2.170
H -5.990 -1.576 3.395
H 2.645 1.791 -0.395
H 5.471 -2.143 1.426
H 1.055 1.231 1.965
C -1.170 -5.539 3.723
C -1.433 -0.779 -0.824
H 4.179 4.068 1.658
C -5.389 -5.600 1.452
H -4.812 -7.461 1.337
C 5.298 -2.481 3.550
H 3.054 -0.084 -2.569
H -0.446 2.545 -4.274
H -0.536 -0.234 3.265
H 0.014 3.819 -1.337
O 2.810 2.451 0.283
C -5.892 0.610 -0.187
O 3.960 -0.102 -2.888
C -3.289 -6.414 4.657
H 6.200 1.324 -3.221
C -0.975 -1.690 0.133
C -1.917 1.415 3.690
O -7.912 1.682 -0.841
C -6.604 0.977 2.503
H -1.350 3.076 -9.038
C 5.697 2.272 -5.063
H -0.188 -5.789 3.350
C -1.040 3.007 -8.006
O 1.650 0.806 -1.826
C -0.668 1.769 -7.539
H -2.244 -0.185 4.809
H -2.502 -0.716 -0.967
H -1.166 4.803 -5.114
H 1.792 -4.591 1.870
C 6.775 1.863 1.114
C 6.090 3.020 1.555
*
```

***

Record 3
# C60H63GeN4O2SSc

A structure of composition C60H63GeN4O2SSc (ωB97M-V with the def2-TZVPD basis set, OMol25).

- LUMO level (spin up / spin down) (eV) = 2.4 / 1.9
- <S²> = 0.80
- frontier orbital gap (spin up / spin down) (eV) = 4.67 / 5.65
- E (Ha) = -5929.88186

Geometry as ORCA input:
```
! wB97M-V def2-TZVPD RIJCOSX def2/J DEFGRID3
* xyz -1 2
H -6.284 2.229 -1.043
H 2.429 -4.225 -2.164
H 5.683 0.269 0.951
H 3.564 -1.909 2.195
H -2.869 -4.838 -1.848
H -3.763 5.369 -0.516
C -3.653 5.619 -2.658
C 2.826 -2.325 2.877
H 4.848 4.023 2.515
N -0.476 -1.584 -0.525
H 6.619 -0.904 5.217
H -3.777 1.728 4.454
H -7.141 0.771 -0.598
H -4.248 0.178 6.342
C -4.847 -0.749 -0.269
H 1.155 -5.625 0.247
H -1.429 -5.812 -2.123
C 1.974 -1.686 -0.514
H -2.578 6.547 -1.036
H -2.816 -6.511 -1.275
C -2.055 1.633 2.569
H -2.453 -4.970 0.641
N -2.787 0.167 -0.611
H 2.821 -2.361 -0.467
H -1.147 -2.389 4.899
H 1.243 -5.522 -2.251
H -0.166 6.237 -3.504
H 5.326 3.761 -2.921
C -0.867 -3.847 -0.224
H -0.998 -5.894 0.339
H 4.830 2.107 -3.314
C 0.187 5.964 -1.382
C -6.322 -2.506 -1.316
Ge 1.786 -0.844 3.622
H 5.404 2.310 -0.878
C 1.317 -2.290 6.124
C -3.207 0.818 4.584
C -2.713 -1.206 5.751
S -0.194 -1.198 2.631
C -2.817 -2.267 -0.275
C -2.206 0.569 3.645
H -2.896 -1.902 6.560
C -5.018 0.614 -0.456
H 6.529 -1.156 0.326
C 6.137 -0.078 4.710
C 0.971 -2.418 7.461
N 1.335 0.685 -0.668
C 2.050 -5.106 -1.646
H -4.265 3.209 -0.881
H 1.234 1.080 5.855
H 0.897 -3.400 7.911
H -7.088 -3.261 -1.122
H -4.076 4.650 -2.921
C 4.815 -0.166 4.375
O -1.131 1.434 1.697
H -3.464 -3.118 -0.102
H 4.940 -1.321 1.075
H -7.366 2.563 1.170
C 4.564 2.998 -2.742
C 1.419 -1.035 5.529
H -5.602 2.539 1.382
C -3.421 2.531 -0.876
H -5.461 -2.998 -1.771
H -6.715 -1.796 -2.046
C 4.261 3.141 2.743
C 6.874 1.083 4.402
C -3.455 -1.003 -0.381
C 0.679 6.174 -2.817
H 4.214 3.574 -0.693
H 6.816 3.021 3.518
H 0.598 0.858 8.224
H 4.722 -1.450 -1.400
C 6.261 2.123 3.766
H 4.273 -1.066 4.633
H 5.553 0.075 -1.576
C 1.363 3.127 -1.035
C -0.588 4.697 -1.221
C 2.000 1.868 -0.876
C -6.469 1.945 1.088
C 4.874 -0.479 -0.921
H 1.046 5.955 -0.703
H -2.914 5.873 -3.420
H 3.612 3.363 -3.130
H 0.429 -1.381 9.260
C -2.182 3.095 -1.045
H 7.923 1.143 4.665
Sc -0.738 0.519 -0.088
C -1.470 -2.521 -0.356
C -5.908 -1.779 -0.034
C 4.141 0.897 3.717
H -6.786 -1.303 0.411
H 2.460 3.882 1.878
C 4.439 2.661 -1.254
C 2.284 -0.304 -0.662
H 1.505 -3.183 5.535
C 0.709 -1.284 8.218
C 3.571 0.257 -0.841
H -4.450 6.364 -2.693
C 0.728 -2.254 -0.461
C 0.805 -0.028 7.638
C -6.286 1.399 -0.331
C -2.227 -5.602 -1.409
C -3.725 1.165 -0.658
H 2.377 -4.378 0.357
H 2.020 3.985 -1.119
H -0.432 6.813 -1.083
C 2.758 0.831 3.331
H 2.170 -2.991 2.321
H 1.300 5.336 -3.137
O -2.777 2.612 2.610
C -1.444 -0.600 3.773
H 1.265 7.091 -2.907
C -1.643 -5.117 -0.079
C -3.463 -0.046 5.630
C 2.950 3.063 2.392
C 3.389 1.629 -0.981
C -3.001 5.568 -1.274
H 3.343 -2.892 3.653
C 1.540 -4.733 -0.252
H 1.163 1.873 2.383
N -0.980 2.426 -1.042
C 1.159 0.094 6.301
C -1.725 -1.479 4.823
C -1.931 4.528 -1.182
C 2.201 1.896 2.676
C 4.893 2.059 3.407
C 0.473 -3.684 -0.296
H -5.557 -2.510 0.701
H -6.552 1.122 1.802
C 0.015 3.370 -1.107
C 5.550 -0.684 0.436
H 2.853 -5.845 -1.590
*
```

***

Which of these has the lowest E?
C60H58AsN5O8P4V

***

Look up the E of the first one.
-7741.83333 Ha

***

Which formula does entry 1 have?
C60H58AsN5O8P4V